{
  "formula": "C35H85N8O10P3Si",
  "method": "the ωB97M-V functional and the def2-TZVPD basis",
  "elements": ["H", "H", "C", "H", "C", "H", "C", "C", "C", "H", "H", "H", "H", "C", "P", "C", "C", "O", "N", "H", "H", "H", "O", "H", "H", "H", "H", "H", "H", "P", "H", "H", "H", "H", "N", "N", "H", "C", "H", "H", "H", "O", "H", "H", "H", "H", "P", "C", "H", "H", "O", "H", "H", "H", "C", "H", "N", "H", "H", "H", "H", "C", "C", "C", "H", "O", "H", "H", "H", "H", "H", "H", "O", "O", "H", "H", "H", "C", "H", "N", "C", "H", "H", "C", "C", "O", "H", "C", "H", "H", "H", "C", "C", "H", "H", "C", "H", "N", "H", "H", "O", "C", "C", "H", "C", "H", "H", "H", "Si", "C", "C", "H", "C", "O", "H", "H", "H", "H", "H", "H", "H", "C", "H", "H", "N", "C", "H", "C", "N", "C", "H", "H", "H", "H", "H", "H", "C", "C", "H", "C", "H", "H"],
  "coordinates": [[-9.5640, 2.8915, 1.6133], [3.8472, 0.6576, -0.3885], [-8.4646, 1.0562, -1.1375], [5.2873, -8.0765, 1.8391], [6.2583, -10.4232, -1.3550], [1.1411, -5.2577, 2.1462], [-1.5301, 5.8238, -5.4588], [0.7772, -0.8285, 0.1526], [7.1798, -8.3386, -2.0255], [3.5590, 3.0169, 0.2742], [2.8034, -0.8680, 1.0561], [-2.9689, 0.5971, 5.4075], [-8.7624, -1.6726, 1.5613], [0.5399, 3.4108, 3.5225], [1.6710, -3.2982, 1.1535], [-5.5900, -0.7754, 2.1243], [2.5957, 3.5277, 0.3853], [1.5430, 4.4744, -3.3355], [5.2499, -7.0347, -0.0395], [0.2627, 4.1490, 1.5227], [1.4139, 3.1553, 4.1307], [1.3519, 8.4360, -4.6767], [-3.5181, -1.4780, 3.0369], [5.8253, -6.6776, -3.3513], [2.9983, 7.8910, -4.2455], [-0.1469, -4.6781, 1.3836], [-5.0862, -0.6244, 4.8868], [7.2893, -10.7333, -1.1628], [-1.9572, 2.0794, 3.1634], [4.5641, -8.3281, -0.9959], [2.7312, 2.1982, -1.8687], [-2.3871, 6.4582, -5.6823], [-0.3275, -4.0558, 3.6760], [3.8119, -5.4839, -0.3676], [1.4303, 6.9030, -3.2219], [6.1416, -8.9749, -1.2416], [1.5016, 3.2644, -5.5143], [2.0389, 1.6420, -1.2297], [2.7884, 2.9969, 2.4838], [-9.4737, 1.0932, -1.5601], [-6.3955, -0.2857, 0.2135], [-0.1445, -1.5061, 2.2910], [2.3324, 7.2015, -6.2070], [-5.7380, 0.8339, 4.0930], [-0.0011, -0.0549, 0.1626], [-9.4955, -1.4634, -0.0838], [0.7618, 5.5495, -4.0482], [2.7973, 0.4466, -0.6089], [2.6177, 4.4515, -0.1938], [1.2194, 1.2739, -1.8552], [-7.2322, 0.9910, 1.5863], [-10.3390, -0.9360, 1.3418], [-1.3149, 4.4645, 3.8526], [-3.8307, 0.4247, 2.2955], [-0.6514, -3.0944, 4.0806], [-5.4333, -1.7402, 1.6407], [-0.0034, -1.6967, 5.8160], [6.3524, -6.6616, 1.7324], [-4.3738, 1.4419, 5.9727], [0.0957, 2.4680, 3.1788], [-5.3013, 0.9507, 0.7796], [2.1529, 6.6298, -1.9880], [1.2822, 4.0566, -6.2315], [2.0830, -0.1670, 0.6220], [8.1573, -8.7632, -1.7751], [-3.6277, 3.4916, 4.9331], [4.6928, -5.3418, 1.1192], [-0.4911, -2.4946, 0.4458], [3.0954, 4.6858, 2.1017], [6.8014, -8.1449, 0.9331], [-2.1864, -1.2693, 4.5610], [5.1451, -5.4261, -2.2957], [3.7832, -9.5551, -1.3884], [-2.8517, 2.4436, 3.1308], [-1.0888, 5.5692, -6.4211], [0.8638, 2.1531, 0.5671], [2.2473, 6.0074, -7.4470], [-6.0903, 0.2698, 1.1165], [-10.4275, 1.4629, 2.2301], [0.8515, -4.8566, 1.2485], [-3.8557, 1.1387, 5.0619], [1.8947, 0.6076, 1.3692], [1.6268, 5.8951, -1.3848], [-4.3402, -0.3142, 2.9214], [-2.1998, -1.2139, 3.4639], [0.4348, -2.4746, 4.7507], [5.6385, -10.9263, -0.6176], [-9.3379, -1.0177, 0.9029], [7.2617, -7.2741, -1.8092], [2.7970, -0.3485, -1.3650], [-7.8986, 0.2920, -1.6769], [-1.3833, 7.1000, -3.4791], [0.3054, -1.9918, 1.0221], [-1.8149, 6.3085, -2.8594], [-1.8942, 4.9051, -4.9912], [1.4777, 2.6343, -0.2005], [2.4106, -6.6337, -3.3906], [4.0993, -7.3022, -2.3038], [5.9709, -10.7803, -2.3513], [-6.3953, -0.9047, 2.8560], [2.4469, -3.0087, 2.5877], [5.9535, -7.5131, 1.1790], [-1.1876, -2.2344, 2.8958], [4.3700, -5.8751, -3.8099], [-0.4099, 4.2379, 4.4205], [-7.9971, 2.0320, -1.3070], [0.9837, 5.3231, 2.6170], [2.0472, 8.9049, -3.1547], [-8.6281, 0.7278, 0.7104], [-3.4501, 2.4374, 4.3770], [1.0069, 4.2735, 2.3150], [0.8029, 3.3000, -0.7526], [1.6959, 6.4113, -6.5965], [0.8469, -0.9732, 6.1618], [0.7812, 6.8700, -6.9981], [-10.7495, 2.0264, 0.5994], [-0.6534, 3.6610, 5.3162], [-1.8408, -0.2098, 3.2021], [0.2604, 3.8929, -6.6013], [2.2313, 7.5346, -1.3788], [3.1665, 6.2589, -2.1852], [-9.9588, 1.9084, 1.3463], [2.0948, -7.9583, -2.2947], [0.1073, 5.1566, 4.7007], [1.4578, 5.3702, -5.6168], [2.4315, 3.8393, 1.8861], [0.8499, -1.1775, -0.8804], [4.8994, -6.2785, -2.9449], [-0.5676, 6.5480, -4.5933], [4.2356, -6.0680, 0.4474], [-1.4488, -3.3220, 4.7943], [-2.1949, 7.7074, -3.8821], [7.0242, -8.4845, -3.1024], [3.4172, -6.5630, 0.9773], [-1.7092, -2.9301, 2.2277], [2.4553, -2.0708, 2.8194], [2.6659, -7.0359, -2.4094], [1.9849, 8.0760, -3.8665], [1.9687, 3.9164, -7.0669], [-4.8352, 0.2403, 4.2642], [2.3071, -6.3290, -1.6489], [-0.7997, 7.7527, -2.8377]],
  "forces_ev_per_angstrom": [[-0.08, -0.04, -0.05], [-0.15, 0.25, 0.09], [0.36, 0.08, 0.26], [0.01, 0.10, 0.11], [-0.25, -0.14, -0.06], [0.07, -0.35, -0.25], [0.21, -0.04, -0.57], [0.08, 0.27, 0.88], [0.22, 0.39, 0.31], [-0.02, 0.18, -0.17], [-0.27, -0.17, -0.01], [0.05, 0.04, -0.31], [0.04, -0.07, -0.24], [0.05, 1.31, 0.31], [1.41, 0.20, -2.21], [-0.08, 0.65, 0.60], [-0.35, -0.58, 0.63], [-3.38, -1.18, 0.40], [-1.94, -1.31, 2.13], [0.21, 0.13, -0.11], [-0.05, -0.15, -0.13], [0.01, -0.18, -0.08], [0.33, 0.31, -0.19], [0.04, -0.04, 0.18], [0.00, 0.04, -0.03], [-0.01, -0.27, -0.10], [-0.15, 0.10, -0.07], [0.06, 0.20, -0.05], [-0.08, -0.16, 0.06], [3.81, 0.29, -5.66], [-0.23, -0.08, -0.17], [0.04, 0.08, 0.16], [0.49, 0.14, 0.28], [-0.01, -0.17, -0.11], [0.00, -0.04, 0.28], [0.05, -0.28, 0.11], [-0.05, 0.10, 0.09], [0.13, -0.02, 0.58], [-0.18, -0.03, -0.05], [0.07, -0.05, 0.05], [0.22, 0.08, 0.03], [-0.22, -0.19, -0.83], [-0.15, 0.02, 0.13], [0.00, -0.17, -0.07], [-0.10, -0.22, -0.05], [0.27, -0.19, 0.15], [5.42, 3.80, -1.77], [-0.58, -0.25, 0.00], [0.21, -0.07, 0.03], [0.12, 0.01, -0.01], [0.16, -0.01, -0.25], [0.13, 0.05, 0.05], [-0.03, 0.18, 0.35], [0.19, 0.05, 0.37], [-0.32, -0.53, -0.65], [0.29, 0.14, 0.00], [0.08, 0.22, -0.04], [-0.19, 0.11, -0.07], [0.12, 0.15, -0.07], [0.05, 0.02, 0.02], [-0.11, 0.13, 0.31], [0.12, -0.28, 0.05], [0.01, -0.37, 0.36], [0.58, 0.20, -0.89], [-0.07, -0.13, 0.02], [-0.21, -0.59, -0.59], [0.13, -0.14, 0.03], [-0.19, 0.06, 0.40], [0.12, -0.27, 0.16], [-0.13, -0.07, -0.21], [0.12, 0.06, -0.09], [0.04, 0.00, 0.00], [-1.41, 0.76, 3.20], [-0.26, -0.26, 0.15], [0.19, -0.03, 0.10], [0.19, -0.05, 0.01], [-0.08, -0.24, 0.08], [-0.43, -0.83, -0.56], [0.07, 0.18, 0.02], [-0.34, 1.20, 1.48], [-0.30, -0.25, -0.27], [-0.04, -0.18, 0.06], [0.05, -0.07, -0.08], [-1.14, -0.72, -0.75], [0.17, -0.06, 0.51], [0.07, -0.05, -0.28], [-0.10, 0.02, -0.10], [-0.09, 0.28, 0.05], [-0.20, 0.02, -0.05], [0.32, 0.07, 0.04], [-0.02, 0.10, 0.01], [0.06, 0.42, 0.19], [0.08, -0.57, 0.23], [-0.14, 0.04, -0.03], [-0.15, 0.03, -0.02], [0.24, 0.59, -0.73], [0.18, 0.02, -0.03], [-0.54, 0.09, 0.03], [0.00, -0.09, 0.03], [-0.06, -0.24, -0.25], [-0.79, -0.40, 0.15], [0.46, -0.07, 0.02], [-0.33, 0.22, 1.64], [-0.22, -0.10, 0.11], [0.27, -0.92, -0.61], [-0.03, -0.10, -0.08], [0.09, -0.06, -0.07], [0.03, -0.11, 0.10], [-1.12, 0.29, -0.07], [0.29, 1.04, 1.09], [0.08, -1.16, 0.59], [-0.08, -0.16, 0.11], [-0.32, 0.44, -0.07], [-0.10, -0.11, 0.20], [0.00, 0.04, 0.01], [0.13, 0.02, 0.00], [-0.22, 0.26, 0.02], [-0.25, -0.09, -0.27], [0.07, -0.04, -0.15], [-0.06, 0.13, -0.21], [0.01, -0.04, 0.12], [0.36, -0.28, 0.21], [0.12, -0.03, 0.08], [-0.17, -0.02, 0.09], [-0.17, -0.51, -0.20], [-0.14, 0.94, -0.74], [0.21, -0.08, 0.11], [0.37, 0.32, 0.27], [-1.59, -2.24, 1.58], [-0.15, 0.45, -0.44], [-0.03, 0.17, -0.09], [0.00, -0.15, -0.17], [0.04, 0.04, -0.02], [0.00, 0.09, 0.11], [0.04, 0.29, -0.23], [-0.25, -0.08, 0.20], [-0.29, -0.38, 0.17], [-0.41, 0.32, -0.15], [0.03, 0.18, 0.00], [1.10, 0.41, -0.02], [-0.06, 0.09, -0.12], [0.21, -0.14, -0.06]],
  "charge": 0,
  "total_energy_ev": -105810.15950,
  "smiles": "CCCCCCCCCC[C@H](O[C@@H](CON=O)CO[C@@H](CCO[Si](C)(C)C)CCC(=O)O)P(N)O.CN(C)P(=O)(N(C)C)N(C)C.CN(C)P(=O)(N(C)C)N(C)C",
  "homo_energy_ev": -8.08,
  "lumo_energy_ev": 0.036
}